Molecular formula: C8H11Cl
Method: DFT, ωB97M-V/def2-TZVPD

Geometry as XYZ:
```
20
Properties=species:S:1:pos:R:3:forces:R:3
C -1.014621 -1.274930 -0.025612 -1.69 -2.53 -0.24
C 0.430511 -1.494606 -0.513690 -0.17 -0.66 1.94
C -1.090587 -0.669974 1.366948 3.45 -1.53 -0.10
C 1.261264 -0.256978 -0.250475 1.18 1.51 -1.98
C -0.034564 0.476089 1.411802 1.38 -0.55 -1.28
C 0.567110 1.006871 0.093239 -3.74 2.18 -2.56
C 1.381175 0.329676 1.097872 0.41 -3.60 1.63
C 0.512149 2.353576 -0.659709 -1.43 -2.35 -3.03
Cl 2.977183 0.683656 2.149894 2.55 0.68 1.62
H -1.601232 -0.650101 -0.704414 0.40 0.06 -0.21
H -1.548683 -2.332606 -0.081809 0.92 2.06 0.32
H 0.933433 -2.372638 0.004341 -0.74 0.90 -0.55
H 0.435334 -1.685465 -1.562098 0.03 -0.19 -0.82
H -1.876224 -0.088203 1.679021 -2.87 0.50 0.13
H -0.897364 -1.478121 2.144264 0.06 1.20 -0.71
H 2.156258 -0.154203 -0.936334 -0.96 -0.04 0.86
H -0.086093 1.054323 2.272026 -0.77 1.66 1.24
H 0.958025 2.158640 -1.693462 -0.10 0.35 1.45
H 0.853281 3.269799 -0.313269 1.26 1.29 1.41
H -0.543931 2.639606 -0.989261 0.83 -0.92 0.87
```
Positions in Å, forces in eV/Å.

## Properties
strongest force on any atom: 5.03 eV Å⁻¹
E: -20989.12381 eV
HOMO energy (alpha / beta): -4.662 / -9.537 eV
LUMO (alpha / beta): 0.71 / -3.10 eV
multiplicity: 3

---

Molecular formula: C35H37NO3P2Pt
Method: DFT, ωB97M-V/def2-TZVPD

Geometry as XYZ:
```
79
Properties=species:S:1:pos:R:3:forces:R:3
Pt -0.691163 1.594588 -4.677844 0.46 -0.14 4.03
C -2.276348 1.432269 -5.911469 -1.10 0.21 0.28
C -1.903278 0.111303 -5.462876 -0.86 -1.10 -1.08
C -1.144515 -0.812187 -6.411152 -0.20 -0.23 0.40
C 0.192314 -0.221460 -6.870297 0.29 -0.32 -0.10
C 0.774741 0.803167 -5.909120 0.94 0.47 -0.35
C 0.580503 2.240070 -6.100463 0.46 -0.59 -0.62
C -0.369626 2.768971 -7.154808 0.09 0.35 0.09
C -1.756797 2.064403 -7.191265 -0.90 0.46 -0.63
C 1.562887 0.118244 -0.270597 0.30 0.10 0.46
H -3.203307 1.805850 -5.445910 0.35 0.10 -0.56
H -2.584742 -0.440310 -4.780651 0.35 0.77 -0.77
H -1.778011 -1.069225 -7.275347 0.07 0.13 0.09
H -0.969872 -1.769034 -5.896392 0.05 0.28 0.02
H 0.893868 -1.068804 -6.949274 -0.07 0.46 -0.28
H 0.088414 0.263117 -7.851286 0.14 -0.35 0.12
H 1.709013 0.532867 -5.413777 -0.24 0.00 -0.08
H 1.393294 2.888100 -5.756716 -0.26 -0.03 -0.17
H 0.101268 2.738055 -8.154180 -0.23 0.16 0.17
H -0.553518 3.813895 -6.857372 0.13 -0.24 -0.46
H -2.489625 2.847847 -7.437065 0.21 -0.27 -0.24
H -1.801373 1.326953 -7.994984 0.02 0.04 -0.11
H 0.694452 0.717699 -0.525369 -0.35 -0.12 0.34
H 2.200043 0.676387 0.430795 -0.27 -0.33 -0.05
H 1.235781 -0.853388 0.129500 0.00 0.52 0.06
P -1.631784 -1.090572 -2.609044 1.45 -0.95 -0.26
P 2.421670 -0.182158 -1.775981 -2.76 -0.26 -1.68
C 0.084632 -1.658581 -2.661503 -0.89 0.60 0.56
C 1.306946 -1.024738 -2.891761 1.22 0.97 -0.08
C -2.535658 -2.489279 -2.039510 -0.81 -1.11 0.50
C -2.864862 -3.516843 -2.949832 -0.06 0.44 0.80
C -3.639446 -4.583179 -2.506333 -0.07 -0.23 0.23
C -4.064970 -4.638291 -1.170542 0.04 0.04 -0.29
C -3.727202 -3.617709 -0.279345 -0.20 -0.23 0.40
C -2.962812 -2.537766 -0.691704 0.12 -0.16 -0.91
C -2.801737 0.293911 -2.368901 -0.03 1.71 0.57
C -2.377664 1.641238 -2.177286 0.06 -1.03 -0.20
C -3.298706 2.686647 -2.158061 0.24 0.63 -0.29
C -4.640544 2.477995 -2.464253 0.05 -0.14 0.05
C -5.077965 1.168561 -2.673680 0.18 0.21 -0.02
C -4.196512 0.093387 -2.567373 0.69 -0.33 -0.28
C 3.823073 -1.237104 -1.465910 0.46 0.10 0.07
C 3.584894 -2.544526 -0.994244 0.67 0.54 -0.30
C 4.685208 -3.349743 -0.701483 -0.37 0.19 -0.01
C 5.979738 -2.857790 -0.879055 0.12 0.50 -0.07
C 6.201979 -1.555698 -1.351642 -0.37 -0.16 0.12
C 5.113098 -0.726161 -1.633794 0.02 -0.60 0.12
C 2.869743 1.407335 -2.507570 0.43 0.16 -0.56
C 2.366797 2.618901 -2.000837 0.25 -0.23 0.24
C 2.824532 3.831072 -2.516726 0.04 -0.01 -0.30
C 3.716103 3.834916 -3.598239 -0.21 -0.16 0.01
C 4.088561 2.634533 -4.216510 -0.20 -0.15 0.23
C 3.657992 1.415903 -3.677891 0.11 0.62 0.39
H 0.088299 -2.769679 -2.774232 -0.89 0.83 -0.34
H 1.795616 -1.203516 -3.870815 0.05 -0.64 0.75
H -2.520457 -3.449683 -3.979214 -0.10 -0.05 0.11
H -3.910608 -5.377621 -3.203731 0.05 0.19 0.24
H -4.670597 -5.482633 -0.825995 0.23 0.32 -0.16
H -4.063314 -3.660989 0.765268 0.14 -0.03 -0.51
H -2.674889 -1.729231 -0.022226 -0.10 -0.08 0.01
H -1.317683 1.825067 -1.993178 -0.24 0.08 0.18
H -2.940343 3.707883 -1.962865 -0.14 -0.56 -0.10
H -5.338581 3.323799 -2.544691 0.39 -0.48 0.13
H -6.121164 0.994019 -2.941866 0.29 -0.11 0.23
H -4.598875 -0.909548 -2.685037 0.17 0.08 -0.01
H 2.560786 -2.892005 -0.880422 0.20 -0.05 -0.01
H 4.513740 -4.357643 -0.326087 0.16 0.22 -0.08
H 6.833282 -3.476425 -0.614714 -0.15 0.03 -0.13
H 7.206088 -1.167439 -1.492948 -0.07 -0.19 0.09
H 5.241027 0.298140 -1.988512 0.13 -0.37 0.17
H 1.637883 2.612043 -1.182905 0.44 0.05 -0.20
H 2.484554 4.776777 -2.074903 0.15 -0.48 -0.24
H 4.096800 4.780435 -3.981602 -0.11 -0.21 0.07
H 4.727547 2.633548 -5.104981 -0.25 0.07 0.35
H 3.973963 0.484267 -4.145267 -0.02 0.13 0.15
O -2.486822 0.147391 2.171698 0.70 0.26 -0.77
N -1.545582 0.518617 1.443284 0.11 -0.20 0.26
O -0.719894 1.380821 1.848492 -0.70 -0.86 -0.86
O -1.404186 -0.018830 0.273178 0.01 0.76 1.11
```
Positions in Å, forces in eV/Å.

## Properties
strongest force on any atom: 4.06 eV Å⁻¹
E: -66340.65389 eV
HOMO energy (alpha / beta): -5.332 / -7.362 eV
LUMO (alpha / beta): -0.70 / -0.77 eV
multiplicity: 3

---

Molecular formula: C6H18ClO6Sr
Method: DFT, ωB97M-V/def2-TZVPD

Geometry as XYZ:
```
32
Properties=species:S:1:pos:R:3:forces:R:3
Sr 20.065830 -3.592930 5.215920 -0.55 0.87 0.27
Cl 17.473470 0.583010 6.550950 0.54 -0.84 -0.28
C 15.331220 4.539860 1.556510 -0.28 0.28 0.55
C 13.964590 4.095710 2.170460 0.69 1.34 -0.42
O 12.946530 3.984620 1.176610 0.29 -0.79 0.28
O 16.232480 3.445300 1.407810 -0.19 -0.22 -0.81
H 15.877560 5.310320 2.100570 -0.41 0.14 0.64
H 15.140580 5.021800 0.597610 0.05 -0.56 -0.28
H 13.509730 4.821670 2.844400 0.59 0.21 0.19
H 14.239150 3.223940 2.764370 -0.73 -0.54 -0.14
H 12.943580 3.096320 0.812580 0.07 -0.05 -0.14
H 16.384040 3.026720 2.258350 -0.07 0.18 0.16
C 13.405210 4.076270 10.992710 1.65 -0.24 -0.69
C 14.513120 5.091650 10.569680 -1.44 -0.58 1.61
O 14.676180 5.043910 9.195100 0.10 0.70 -1.10
O 14.007840 2.751330 10.826780 -0.82 0.49 0.97
H 12.497790 4.153960 10.393830 0.21 0.19 -0.47
H 13.042560 4.263000 12.003510 0.60 -0.60 0.31
H 15.448860 4.922310 11.102430 0.05 -0.58 0.09
H 14.217820 6.068140 10.953540 -0.20 0.42 -0.84
H 15.097210 4.224370 8.925490 0.17 0.04 0.19
H 14.208050 2.597410 9.900590 -0.28 0.15 -0.08
C 22.733740 4.371710 9.485880 -1.10 -0.55 -3.10
C 22.177260 5.520020 8.598190 -0.42 1.25 2.41
O 23.162880 6.263940 7.951210 1.06 -0.26 -1.29
O 21.680740 3.800750 10.266880 0.84 0.71 0.74
H 23.669060 4.746390 9.901670 -0.50 -0.19 1.25
H 23.048070 3.600880 8.782230 0.42 -0.22 -0.06
H 21.798160 6.249620 9.313780 -0.88 -0.28 0.43
H 21.327970 5.313960 7.946780 0.42 -0.56 -0.25
H 23.587190 6.829990 8.600170 0.02 0.02 -0.09
H 21.271360 3.098770 9.755780 0.11 0.09 -0.04
```
Positions in Å, forces in eV/Å.

## Properties
strongest force on any atom: 3.33 eV Å⁻¹
E: -32143.42601 eV
HOMO energy: -11.018 eV
LUMO: -7.77 eV
net charge: +1

---

Molecular formula: C41H35As2N2O3SSn
Method: DFT, ωB97M-V/def2-TZVPD

Geometry as XYZ:
```
85
Properties=species:S:1:pos:R:3:forces:R:3
Sn 0.760735 1.256564 0.238044 0.22 0.10 -0.15
O 1.506935 2.106073 2.964079 -0.06 -0.01 -0.01
S 2.423387 3.081118 2.408412 0.08 -0.03 0.01
O 3.704940 3.236969 3.059506 0.00 0.00 -0.01
N 2.525033 2.706259 0.862402 -0.08 0.00 0.09
C 3.250653 3.450100 -0.033572 0.00 -0.01 -0.04
C 4.151986 4.459121 0.255595 0.01 0.03 0.00
C 4.825879 5.149189 -0.769581 -0.01 0.00 -0.01
C 4.636474 4.855099 -2.090140 0.00 0.00 0.01
C 3.729185 3.826155 -2.436211 0.00 0.00 0.00
C 3.461465 3.449968 -3.771917 -0.01 0.00 0.00
C 2.566333 2.454912 -4.038082 0.00 0.00 0.00
C 1.924445 1.821074 -2.956519 -0.01 -0.01 -0.02
N 2.153439 2.144370 -1.711231 0.01 -0.02 0.04
C 3.039319 3.130388 -1.420706 0.01 0.03 -0.01
C 1.631752 4.677139 2.478190 0.00 -0.02 -0.03
C 2.192941 5.679564 3.254751 0.02 0.00 0.01
C 1.570010 6.918769 3.318115 0.01 -0.01 0.00
C 0.402215 7.139554 2.601511 -0.01 0.00 -0.01
C -0.143458 6.125070 1.824122 -0.01 0.00 0.00
C 0.464011 4.878678 1.751529 -0.03 -0.01 -0.02
H 4.358752 4.708313 1.286269 -0.01 -0.01 -0.01
H 5.518349 5.934280 -0.489183 0.00 0.00 0.00
H 5.162755 5.389066 -2.871834 0.00 0.00 0.00
H 3.975482 3.967161 -4.574576 0.00 0.00 0.00
H 2.336802 2.150294 -5.050385 -0.01 0.00 0.00
H 1.192733 1.038393 -3.131252 0.01 -0.02 -0.01
H 3.107966 5.479072 3.796553 -0.01 0.00 -0.01
H 1.999069 7.709792 3.921186 0.00 -0.01 0.00
H -0.082234 8.108247 2.645938 0.00 0.00 0.00
H -1.052417 6.300425 1.261516 0.00 0.00 0.00
H 0.037540 4.077306 1.127335 0.03 0.01 0.01
C 0.175313 -3.612836 -0.193284 0.12 -0.35 0.19
C 0.093914 -2.531075 -1.241744 -0.05 0.16 -0.35
As -1.481691 -1.381256 -0.947186 -0.14 0.30 -0.33
C -2.866653 -2.701253 -1.429470 -0.01 0.00 -0.03
C -4.104987 -2.540475 -0.811594 -0.06 0.05 -0.13
C -5.152367 -3.416424 -1.065465 0.02 0.02 -0.01
C -4.970168 -4.480063 -1.936947 0.01 -0.02 -0.01
C -3.738639 -4.658599 -2.552631 -0.03 -0.01 0.00
C -2.698240 -3.774915 -2.299959 0.02 0.00 0.03
C -1.398319 -0.374274 -2.631460 0.03 -0.03 -0.06
C -1.153366 -0.952934 -3.875962 -0.04 0.01 -0.01
C -1.105029 -0.172546 -5.021627 0.00 0.00 -0.01
C -1.297046 1.202111 -4.933068 0.03 0.02 -0.02
C -1.523752 1.787484 -3.697782 0.02 -0.01 -0.01
C -1.574265 1.006438 -2.547900 0.04 -0.03 -0.02
As 0.727248 -2.865909 1.543430 0.12 -0.11 0.17
C 0.683774 -4.576547 2.516908 -0.09 0.04 0.07
C -0.087900 -4.776744 3.658783 0.01 -0.03 -0.03
C -0.030429 -5.977623 4.354966 -0.01 0.01 0.01
C 0.800824 -6.999664 3.922576 0.00 -0.01 0.01
C 1.585704 -6.808448 2.794176 0.00 0.01 0.00
C 1.531370 -5.605394 2.105825 0.00 0.04 -0.03
C -0.992885 -2.114632 2.073728 0.01 -0.04 0.24
C -1.002861 -0.800670 2.530401 -0.03 0.01 0.17
C -2.202933 -0.176760 2.852543 0.11 0.02 -0.05
C -3.397377 -0.868800 2.728937 0.00 -0.03 -0.06
C -3.394210 -2.186294 2.284784 0.05 0.00 0.13
C -2.198134 -2.803094 1.953378 0.03 -0.07 0.19
H 0.935671 -4.356866 -0.445541 0.00 0.02 -0.05
H -0.772022 -4.148458 -0.095756 0.02 -0.03 0.05
H 0.061852 -2.958988 -2.246436 -0.01 0.03 -0.01
H 0.964330 -1.872819 -1.198988 -0.02 0.05 -0.02
H -4.245770 -1.719084 -0.116900 0.00 -0.03 -0.10
H -6.108315 -3.270850 -0.577069 -0.01 0.00 0.00
H -5.781708 -5.169723 -2.133665 0.00 0.00 0.00
H -3.587137 -5.489268 -3.231453 0.00 0.00 0.00
H -1.744832 -3.939585 -2.788199 0.00 0.00 0.01
H -1.004464 -2.023155 -3.965886 -0.02 0.00 0.02
H -0.917835 -0.636289 -5.983072 0.00 0.01 0.00
H -1.250374 1.814101 -5.826151 -0.01 0.00 -0.01
H -1.631649 2.860742 -3.608237 -0.02 0.02 -0.01
H -1.666161 1.500277 -1.583738 -0.07 0.02 0.09
H -0.748075 -3.993141 4.006515 -0.02 0.04 0.01
H -0.642232 -6.113187 5.238546 0.00 0.00 0.00
H 0.841474 -7.936859 4.463287 0.00 0.00 0.00
H 2.246557 -7.595346 2.451766 0.00 0.00 0.00
H 2.168503 -5.468571 1.238909 0.00 0.01 -0.02
H -0.073844 -0.243465 2.606263 -0.06 -0.07 0.11
H -2.196798 0.855778 3.176080 0.02 0.01 -0.02
H -4.334091 -0.380253 2.967649 0.00 0.00 0.01
H -4.325981 -2.729186 2.182652 0.00 -0.01 0.01
H -2.208989 -3.827785 1.599792 0.00 -0.02 -0.01
O -0.537480 2.594695 0.025412 -0.12 -0.02 0.00
```
Positions in Å, forces in eV/Å.

## Properties
strongest force on any atom: 0.47 eV Å⁻¹
E: -190552.97437 eV
HOMO energy: -4.355 eV
LUMO: 2.48 eV
net charge: -1

---

Q: Among the records above, which one has the lowest strongest force on any atom?
A: C41H35As2N2O3SSn

---

Q: Which value of strongest force on any atom does entry 3 give?
A: 3.33 eV Å⁻¹